This record from the OMol25 dataset describes the molecule C3H5N3O at a distorted geometry. The level of theory is the ωB97M-V functional and the def2-TZVPD basis.

```
12
Properties=species:S:1:pos:R:3:forces:R:3:lowdin_charge:R:1
H 0.785 2.649 -0.043 0.06 0.10 0.14 0.048
N 0.900 1.648 0.083 -1.63 -0.51 -0.38 0.089
C -0.267 1.105 -0.029 0.93 1.26 -0.04 -0.190
N -0.457 -0.268 0.025 -1.08 0.67 -0.11 -0.119
C -1.788 -0.707 0.060 -0.08 -0.49 0.17 -0.269
O -2.737 0.018 -0.027 -0.21 0.23 -0.02 0.050
N 0.441 -1.273 -0.016 1.50 -0.79 0.36 0.014
C 1.701 -1.048 -0.011 -0.06 -0.14 -0.31 -0.010
H -1.243 1.646 -0.177 1.06 -0.59 0.18 0.142
H -1.879 -1.795 0.218 0.31 0.14 -0.17 0.138
H 2.383 -1.905 -0.049 -0.62 0.04 0.02 0.070
H 2.161 -0.070 -0.034 -0.19 0.09 0.16 0.038
```
Positions in Å, forces in eV/Å.

## Properties
E	-9708.170	eV
gap between HOMO and LUMO	10.6	eV
ΔE to the lowest compared entry with this formula, charge and spin	55.7	kcal/mol
SMILES string	[H]/N=C/N(C=O)N=C
spin multiplicity	1



This record from the OMol25 dataset describes the molecule C3H5N3O. The level of theory is the ωB97M-V functional and the def2-TZVPD basis.

```
12
Properties=species:S:1:pos:R:3:forces:R:3:lowdin_charge:R:1
N 0.148 1.683 -0.294 0.08 0.06 0.11 0.087
C 0.481 0.336 -0.078 0.09 -0.28 0.02 -0.274
C 1.650 -0.344 -0.060 -0.04 0.13 -0.02 -0.072
O 1.426 -1.660 0.126 0.18 0.03 -0.01 -0.062
N 0.068 -1.876 0.238 -0.29 0.29 -0.01 0.097
C -0.488 -0.699 0.115 0.13 -0.11 0.01 -0.378
N -1.854 -0.480 0.238 -0.04 -0.10 -0.11 0.116
H -0.488 2.019 0.422 0.07 0.00 -0.08 0.088
H 0.960 2.287 -0.327 -0.11 -0.07 -0.02 0.087
H 2.686 -0.054 -0.165 -0.15 0.00 0.01 0.128
H -2.211 0.133 -0.487 0.03 -0.05 0.10 0.091
H -2.379 -1.346 0.272 0.06 0.10 0.00 0.093
```
Positions in Å, forces in eV/Å.

## Properties
E	-9708.484	eV
gap between HOMO and LUMO	9.5	eV
ΔE to the lowest compared entry with this formula, charge and spin	48.4	kcal/mol
SMILES string	Nc1conc1N
spin multiplicity	1